Record 1
Molecular formula: C4H8N2NaO5P
Method: DFT, ωB97M-V/def2-TZVPD

```
21
Properties=species:S:1:pos:R:3:forces:R:3
C 0.311066 -2.533666 0.454512 -0.163 -0.045 0.168
C 0.799843 -1.145980 0.626791 -0.177 0.125 0.169
O 1.632496 -0.848934 1.487436 -0.816 -1.116 -0.868
N 0.308224 -0.158463 -0.243952 0.543 0.701 -0.290
N -0.741198 0.468521 0.529952 0.157 -0.603 0.541
P -2.049355 0.529269 -0.434986 -0.171 0.445 -0.419
O -1.935554 1.310503 -1.687041 0.079 -0.188 0.117
O -2.627777 -0.945619 -0.759344 0.265 -0.313 -0.065
O -3.175451 1.031689 0.578965 -0.089 0.145 0.213
C 1.306892 0.670492 -0.803073 -0.184 -0.034 0.043
C 1.318603 2.124339 -0.435462 -0.177 0.377 -0.486
O 2.154124 0.184482 -1.516896 0.339 -0.261 0.200
H 0.937169 -2.985410 -0.320475 -0.004 0.031 -0.035
H 0.429532 -3.095878 1.377527 -0.054 -0.052 -0.018
H -0.717592 -2.540237 0.103664 -0.041 0.037 0.045
H -2.202014 -1.247782 -1.573203 -0.268 0.089 -0.036
H -2.750235 1.414427 1.356761 -0.054 -0.090 -0.034
H 1.924581 2.254859 0.467913 -0.075 -0.039 0.098
H 0.328301 2.524465 -0.253899 -0.048 -0.076 0.091
H 1.802350 2.679261 -1.237756 0.045 -0.051 0.044
Na 2.945995 0.309662 2.282565 0.893 0.918 0.521
```
Forces are in eV/Å.

Output
gap between HOMO and LUMO: 0.2250 Ha
spin multiplicity: 1
E_tot: -1146.66534 Eh
LUMO energy: -0.062 hartree
HOMO energy: -7.8 eV

***

Record 2
Molecular formula: C4H8N2O
Method: DFT, ωB97M-V/def2-TZVPD

```
15
Properties=species:S:1:pos:R:3:forces:R:3
C 0.842044 -0.401844 -0.652158 -1.587 0.187 0.490
C -0.524068 0.224438 -0.527988 0.979 -2.965 -6.974
C -1.260629 -0.229723 1.237761 0.132 -4.359 6.570
N -0.598195 -1.064545 2.172732 0.151 4.992 -3.864
C -0.864817 0.953610 0.597929 -1.300 2.078 1.879
N -1.539272 -0.119284 -1.471308 1.752 1.406 5.637
H 1.078479 -0.844341 0.347584 0.211 0.270 -0.901
H 1.676255 0.407035 -0.856127 0.195 0.111 0.361
H 0.711777 -1.151010 -1.454392 0.494 0.233 0.465
H -2.329467 -0.459929 1.136858 0.099 -0.183 -0.732
H -0.706863 -2.018891 1.966811 -1.600 -1.641 0.180
H -1.472454 1.876268 0.627242 0.310 -0.613 -0.355
H -1.518393 0.309365 -2.334271 0.476 0.623 -2.534
H 3.601498 1.029937 -0.152256 -0.116 0.019 -0.051
O 2.904102 1.488916 -0.638422 -0.197 -0.158 -0.169
```
Forces are in eV/Å.

Output
<S²>: 0.83
gap between HOMO and LUMO (spin up / spin down): 0.2322 / 0.1741 Ha
spin multiplicity: 2
E_tot: -341.70154 Eh
LUMO energy (spin up / spin down): 0.108 / 0.063 hartree
ΔE to the lowest compared entry with this formula, charge and spin: 593.95 kJ/mol
HOMO energy (spin up / spin down): -3.4 / -3.0 eV
total charge: -1

***

Record 3
Molecular formula: C4H8N2O
Method: DFT, ωB97M-V/def2-TZVPD

```
15
Properties=species:S:1:pos:R:3:forces:R:3
C 1.009382 -2.023031 0.112114 0.087 -0.084 0.046
C 0.286110 -0.748451 -0.057439 0.233 -0.350 0.043
N -2.190113 1.220449 -0.241902 0.058 0.040 0.022
C 0.625342 0.558597 -0.468550 -0.213 0.307 0.110
C -0.421136 0.179231 0.773155 0.348 0.367 -0.147
O 1.958136 0.972206 -0.340344 -0.175 -0.006 0.027
N -1.701111 0.053388 0.214044 -0.323 0.206 -0.109
H 2.036448 1.879171 -0.657723 -0.039 -0.109 0.058
H -1.896371 2.090379 0.198262 -0.014 -0.168 -0.042
H -3.133826 1.172694 -0.592831 0.073 -0.002 0.089
H 0.052219 1.115903 -1.214129 0.029 -0.137 0.019
H -0.228767 0.602739 1.763010 -0.006 -0.142 -0.073
H 0.322863 -2.810257 0.433522 0.032 0.051 -0.027
H 1.780378 -1.928293 0.890015 -0.056 0.003 -0.064
H 1.500447 -2.334726 -0.811203 -0.035 0.024 0.047
```
Forces are in eV/Å.

Output
gap between HOMO and LUMO (spin up / spin down): 0.2996 / 0.3021 Ha
spin multiplicity: 1
E_tot: -341.77509 Eh
LUMO energy (spin up / spin down): 0.021 / 0.027 hartree
ΔE to the lowest compared entry with this formula, charge and spin: 600.08 kJ/mol
HOMO energy (spin up / spin down): -7.6 / -7.5 eV

***

Record 4
Molecular formula: C4H8N2O
Method: DFT, ωB97M-V/def2-TZVPD

```
15
Properties=species:S:1:pos:R:3:forces:R:3
O 0.329068 2.800247 0.141831 0.147 -0.298 -0.239
C 0.252961 1.595719 -0.054125 -0.001 -0.104 -0.043
N 1.228940 0.707004 0.351772 -0.022 0.125 0.086
C 1.022159 -0.715236 0.605252 0.004 -0.217 0.039
C -0.441723 -1.098205 0.401942 -0.052 -0.079 0.012
C -0.990698 -0.416664 -0.843263 -0.054 -0.003 -0.077
N -0.789805 1.017661 -0.729015 -0.055 -0.061 -0.028
H 2.013667 1.166258 0.787849 -0.181 -0.067 0.098
H 1.654396 -1.337573 -0.045015 -0.070 0.251 -0.004
H 1.311290 -0.947538 1.637097 0.000 0.051 -0.128
H -1.036362 -0.799314 1.270734 0.063 0.050 -0.082
H -0.529196 -2.187275 0.299812 0.053 0.228 0.048
H -2.066783 -0.586962 -0.933753 0.110 -0.092 0.006
H -0.515814 -0.854020 -1.736800 -0.002 0.244 0.107
H -1.442099 1.655897 -1.154317 0.061 -0.027 0.205
```
Forces are in eV/Å.

Output
gap between HOMO and LUMO: 0.3753 Ha
spin multiplicity: 1
E_tot: -341.99900 Eh
LUMO energy: 0.031 hartree
SMILES string: O=C1NCCCN1
ΔE to the lowest compared entry with this formula, charge and spin: 12.19 kJ/mol
HOMO energy: -9.4 eV

***

Record 5
Molecular formula: C4H8N2O
Method: DFT, ωB97M-V/def2-TZVPD

```
15
Properties=species:S:1:pos:R:3:forces:R:3
O 2.640814 -0.489651 -0.557623 -0.634 0.439 0.283
C 1.471787 -0.158300 -0.417901 -0.029 0.063 -0.289
N 0.402265 -0.986598 -0.522358 -2.741 -3.019 -0.077
C -0.308900 -1.736365 -1.276095 3.277 -0.285 1.579
C -1.123810 0.376059 1.170877 0.296 -0.397 0.665
C -0.460194 1.310966 0.170521 0.319 -0.409 0.163
N 0.965794 1.019745 0.053613 1.043 0.192 -0.564
H -0.109704 -1.281436 1.217738 -2.557 2.828 -0.400
H 0.320848 -1.995704 -2.060213 -0.084 -0.239 -3.241
H -1.036122 -2.549053 -1.026971 0.007 1.468 0.769
H -0.719554 0.548927 2.138333 0.115 0.414 0.846
H -2.211172 0.639206 1.167514 0.594 -1.315 0.054
H -0.571158 2.358681 0.514960 0.153 -0.514 -0.029
H -0.955776 1.272375 -0.809448 0.195 -0.083 0.129
H 1.694878 1.671154 0.237053 0.044 0.857 0.111
```
Forces are in eV/Å.

Output
gap between HOMO and LUMO (spin up / spin down): 0.2936 / 0.2863 Ha
spin multiplicity: 1
E_tot: -341.73836 Eh
LUMO energy (spin up / spin down): -0.003 / -0.005 hartree
ΔE to the lowest compared entry with this formula, charge and spin: 696.51 kJ/mol
HOMO energy (spin up / spin down): -8.1 / -7.9 eV

***

Record 6
Molecular formula: C4H8N2O
Method: DFT, ωB97M-V/def2-TZVPD

```
15
Properties=species:S:1:pos:R:3:forces:R:3
C -1.774269 0.118616 0.702376 0.005 -0.106 -0.079
N -0.470348 0.729537 0.289255 0.048 0.199 -0.027
C 0.407068 0.035225 -0.723321 -0.006 -0.140 -0.019
C 1.580144 -0.597606 -0.065118 -0.025 -0.314 -0.080
O 2.251833 0.361889 0.766700 0.094 0.159 -0.165
C -0.351678 -0.616706 -1.700525 -0.497 -0.431 -0.712
N -1.030871 -1.108793 -2.517285 0.587 0.430 0.687
H -1.591448 -0.892742 1.071283 0.085 0.189 -0.064
H -2.260717 0.719002 1.477629 0.204 -0.025 -0.166
H -2.412982 0.055474 -0.179281 0.120 -0.003 0.099
H 0.136138 0.909275 1.101157 -0.037 -0.095 -0.242
H -0.597878 1.624670 -0.169177 -0.524 0.244 0.410
H 2.234714 -0.991304 -0.853284 -0.077 -0.038 0.209
H 1.350517 -1.421488 0.628057 0.052 0.043 0.015
H 2.529782 1.074954 0.171540 -0.030 -0.112 0.133
```
Forces are in eV/Å.

Output
gap between HOMO and LUMO: 0.2796 Ha
spin multiplicity: 1
E_tot: -341.87208 Eh
LUMO energy: 0.012 hartree
ΔE to the lowest compared entry with this formula, charge and spin: 345.43 kJ/mol
HOMO energy: -7.3 eV

***

Record 7
Molecular formula: C4H8N2O
Method: DFT, ωB97M-V/def2-TZVPD

```
15
Properties=species:S:1:pos:R:3:forces:R:3
C -1.725482 -0.461740 -0.582234 -1.136 -0.186 1.237
C -0.617616 -1.491939 -0.881032 -0.279 3.452 -3.915
C 0.598343 -0.668900 -0.338315 -0.238 -3.779 2.142
C 0.818218 1.637907 0.640354 -3.992 1.131 0.107
N 0.027174 0.465248 0.357889 0.730 -0.800 -0.737
N -1.321790 0.595873 0.042192 -0.005 -1.017 -0.214
O 1.524502 1.505561 1.843039 1.672 2.681 -2.148
H -2.860621 -0.669131 -0.551142 2.037 0.516 -0.692
H -0.756111 -2.391591 -0.450187 -0.525 -2.878 1.917
H -0.644583 -1.795664 -2.076052 0.446 1.163 2.823
H 1.234237 -1.382417 0.340763 -1.291 1.356 -0.585
H 1.290863 -0.504206 -1.078206 1.406 1.374 -2.070
H 1.414847 2.000525 -0.160945 1.123 -0.151 -0.614
H -0.090482 2.350578 0.649165 1.654 -0.120 0.700
H 1.108500 0.809895 2.244711 -1.604 -2.742 2.050
```
Forces are in eV/Å.

Output
gap between HOMO and LUMO: 0.3471 Ha
spin multiplicity: 1
E_tot: -341.86519 Eh
LUMO energy: 0.034 hartree
SMILES string: OCN1CCC=N1
ΔE to the lowest compared entry with this formula, charge and spin: 363.51 kJ/mol
HOMO energy: -8.5 eV

***

Record 8
Molecular formula: C4H8N2O
Method: DFT, ωB97M-V/def2-TZVPD

```
15
Properties=species:S:1:pos:R:3:forces:R:3
C -1.867926 0.819073 0.441041 -0.201 0.049 -0.018
N -0.423717 0.670964 0.532679 0.041 -0.050 0.083
C 0.170123 -0.055938 -0.564773 0.012 0.043 -0.072
C 1.730496 -0.208210 -0.419281 -0.031 -0.145 -0.326
O 2.275491 0.423793 0.710590 -0.068 -0.136 0.222
C -0.426173 -1.409195 -0.756395 -0.378 -0.938 -0.100
N -0.876934 -2.470110 -0.866423 0.422 1.036 0.115
H -2.419419 -0.134775 0.419096 0.095 0.119 -0.012
H -2.221276 1.404997 1.295350 0.074 -0.100 -0.158
H -2.116183 1.374066 -0.471548 0.043 -0.076 0.145
H -0.159917 0.261337 1.421294 -0.009 0.068 -0.087
H -0.048154 0.510604 -1.480698 0.045 -0.141 0.144
H 2.201709 0.254160 -1.290485 -0.082 -0.030 0.144
H 1.985288 -1.276096 -0.440828 -0.040 0.194 0.022
H 2.196596 -0.164672 1.470376 0.077 0.109 -0.103
```
Forces are in eV/Å.

Output
gap between HOMO and LUMO: 0.3765 Ha
spin multiplicity: 1
E_tot: -341.92537 Eh
LUMO energy: 0.022 hartree
SMILES string: CN[C@H](C#N)CO
ΔE to the lowest compared entry with this formula, charge and spin: 205.50 kJ/mol
HOMO energy: -9.6 eV